Record 1
# C17H26N6NaO8Ta

C17H26N6NaO8Ta as an isolated structure (wB97M-V/def2-TZVPD, OMol25).

Total charge: +2
Energy: -1812.37180 a.u.
Gap between HOMO and LUMO: 6.75 eV

Structure (XYZ):
```
59
Properties=species:S:1:pos:R:3:forces:R:3:lowdin_charge:R:1
N 2.219 -0.330 -0.953 3.8 -0.5 2.0 -0.094
C 3.431 -0.436 -0.509 -2.0 0.5 -0.5 -0.281
O 4.534 -0.506 -0.120 -2.7 0.1 -1.1 0.238
Na -0.497 0.875 -3.313 -0.7 -1.4 -4.4 0.483
Ta 0.337 -0.012 -0.360 1.3 -0.8 -4.3 1.846
N -0.527 -1.390 -1.536 -0.1 1.4 0.7 -0.229
N -0.070 1.559 -1.617 0.8 0.7 5.9 -0.335
C 0.003 -2.788 -1.510 -0.2 -0.5 -0.4 -0.642
C 0.810 2.720 -2.055 0.0 0.0 -0.1 -0.629
C 0.941 -2.916 -2.703 0.2 -0.1 -0.2 -0.030
C -1.130 -3.814 -1.599 0.1 -0.2 0.1 -0.029
C 0.756 -3.059 -0.212 -0.1 -0.1 0.3 -0.054
C -0.034 3.671 -2.910 0.1 0.1 0.0 -0.008
C 1.351 3.473 -0.848 0.2 0.3 0.1 -0.025
C 1.961 2.162 -2.886 0.2 0.1 -0.1 -0.021
H 0.397 -2.740 -3.640 0.2 -0.2 0.1 0.088
H 1.374 -3.926 -2.728 -0.1 0.3 -0.1 0.110
H 1.756 -2.185 -2.628 -0.1 -0.2 -0.1 0.067
H -1.834 -3.673 -0.771 0.0 -0.1 -0.2 0.091
H -0.697 -4.819 -1.506 -0.2 0.3 0.0 0.111
H -1.655 -3.777 -2.560 0.1 -0.1 0.2 0.091
H 1.599 -2.370 -0.062 -0.1 -0.3 0.1 0.049
H 1.181 -4.072 -0.284 0.0 0.4 0.1 0.119
H 0.071 -3.040 0.646 0.3 0.0 -0.2 0.063
H -0.458 3.180 -3.806 0.1 0.3 0.2 0.096
H 0.617 4.482 -3.265 -0.3 -0.2 0.0 0.119
H -0.847 4.123 -2.328 0.1 -0.1 -0.2 0.100
H 0.545 3.958 -0.285 0.2 0.0 -0.1 0.090
H 2.030 4.265 -1.205 -0.3 -0.2 0.2 0.119
H 1.903 2.819 -0.165 0.0 0.2 -0.3 0.070
H 2.550 1.431 -2.321 -0.2 0.3 -0.3 0.060
H 2.617 3.000 -3.163 -0.2 -0.4 0.0 0.119
H 1.617 1.700 -3.833 0.2 0.1 0.2 0.098
C -1.273 1.973 -0.823 -0.2 0.5 -0.7 -0.113
H -1.460 1.281 0.040 -0.3 0.3 -0.2 0.075
H -1.159 2.988 -0.412 -0.1 -0.5 0.1 0.101
H -2.183 1.957 -1.455 0.2 0.0 0.6 0.109
C -1.671 -1.160 -2.454 0.1 -0.2 0.3 -0.097
H -2.451 -1.919 -2.304 0.3 0.3 -0.1 0.103
H -2.171 -0.195 -2.249 0.2 -0.4 0.0 0.074
H -1.358 -1.210 -3.520 -0.2 -0.2 0.4 0.102
O -1.888 -0.095 7.322 1.6 1.0 -2.0 0.116
N -1.048 0.550 6.660 -0.5 0.9 3.9 -0.302
O -0.344 1.456 7.156 -1.2 -1.8 -1.6 0.106
C -0.877 0.235 5.261 0.7 0.2 -1.6 -0.082
C -1.655 -0.785 4.688 0.3 -0.1 -0.1 0.159
C -1.450 -1.138 3.359 0.6 1.0 0.2 -0.025
C -0.556 -0.380 2.570 -0.2 -0.1 -1.4 -0.155
O -0.592 -0.517 1.242 -0.6 -0.4 2.0 -0.236
C 0.252 0.628 3.163 -0.9 -0.5 0.2 -0.050
C 0.066 0.956 4.516 -0.3 -0.4 0.5 0.151
N 1.125 1.400 2.357 1.5 1.7 -0.5 -0.158
O 1.677 2.408 2.779 -1.4 -2.7 -1.2 0.217
O 1.389 1.000 1.095 0.0 1.5 3.4 -0.187
N -2.261 -2.192 2.751 -2.4 -2.2 -0.6 -0.273
O -3.380 -2.398 3.266 2.6 0.8 -0.9 0.127
O -1.827 -2.859 1.788 -0.3 1.7 1.9 0.078
H -2.404 -1.304 5.279 0.1 0.1 0.0 0.156
H 0.648 1.756 4.962 -0.1 -0.1 0.2 0.151
```
Positions in Å, forces in eV/Å.


Record 2
# ClH5N2Si

A 2-piece molecular cluster, ClH5N2Si overall (wB97M-V/def2-TZVPD, OMol25).

Structure (SMILES): [H]/N=[SiH]\Cl.N
Energy: -862.18853 a.u.
Gap between HOMO and LUMO: 9.42 eV

Structure (XYZ):
```
9
Properties=species:S:1:pos:R:3:forces:R:3:lowdin_charge:R:1
H 0.790 -0.237 -1.465 2.2 1.4 -2.5 -0.113
N 0.194 -0.568 -0.806 -5.2 -2.1 1.7 -0.202
Si -1.378 -0.893 -1.219 4.9 1.8 -0.6 0.200
Cl -2.412 -0.503 -2.880 -0.3 0.2 -0.8 0.284
H -2.273 -1.516 -0.436 -1.7 -1.4 2.1 -0.115
N 1.255 1.196 1.759 0.0 1.3 0.5 0.027
H 0.875 0.641 2.486 -0.7 -0.5 0.6 -0.011
H 2.174 0.857 1.654 1.3 -0.3 -0.3 -0.016
H 0.774 1.024 0.909 -0.5 -0.4 -0.7 -0.055
```
Positions in Å, forces in eV/Å.


Record 3
# C6H12S

C6H12S as an isolated structure (wB97M-V/def2-TZVPD, OMol25).

Energy: -633.87702 a.u.
Gap between HOMO and LUMO: 8.97 eV

Structure (XYZ):
```
19
Properties=species:S:1:pos:R:3:forces:R:3:lowdin_charge:R:1
C 0.603 0.519 -0.341 0.2 0.3 0.8 -0.291
C 0.032 -0.571 0.213 -2.8 3.2 1.0 -0.139
C 0.174 2.067 -0.254 -1.4 -4.6 -1.4 -0.021
C 1.963 0.506 -1.007 -0.9 -3.0 -0.9 -0.081
C 0.364 -2.025 0.203 -1.3 0.4 1.4 -0.096
C -1.720 -0.173 1.172 4.0 -0.7 -1.6 -0.542
S -3.080 0.066 0.103 -1.2 -1.7 -0.9 0.633
H -0.219 2.365 -1.238 0.1 0.2 0.6 0.095
H 1.057 2.479 0.023 2.6 2.0 0.5 0.029
H -0.481 2.111 0.561 -1.4 0.7 0.8 0.030
H 2.294 -0.499 -1.403 -0.6 0.9 0.1 0.097
H 2.770 0.781 -0.411 1.2 0.7 1.7 0.055
H 1.953 1.224 -1.774 0.0 0.7 -1.4 0.054
H 1.222 -2.288 0.836 -0.1 0.0 -0.4 0.085
H -0.548 -2.452 0.680 0.8 -0.4 -0.4 0.068
H 0.416 -2.407 -0.797 0.4 -0.3 -0.5 0.069
H -1.849 -1.036 1.770 0.0 -0.9 0.6 0.002
H -1.537 0.660 1.846 -0.1 0.2 -0.4 0.029
H -3.414 -1.325 -0.181 0.7 2.2 0.5 -0.076
```
Positions in Å, forces in eV/Å.


Record 4
# C4H16O3

A 4-piece molecular cluster, C4H16O3 overall (wB97M-V/def2-TZVPD, OMol25).

Structure (SMILES): CC(C)C.O.O.O
Energy: -387.68028 a.u.
Gap between HOMO and LUMO: 11.42 eV

Structure (XYZ):
```
23
Properties=species:S:1:pos:R:3:forces:R:3:lowdin_charge:R:1
C 1.746 1.972 0.718 -1.7 -1.2 0.7 -0.065
C 0.882 0.760 0.164 3.1 0.3 1.1 -0.489
C 1.501 0.175 -1.124 -1.9 0.9 -0.3 -0.095
C -0.564 1.113 0.079 -1.6 -1.0 -1.3 -0.116
H 2.309 2.375 -0.121 0.0 0.6 0.3 0.062
H 2.391 1.636 1.547 0.1 0.2 -0.6 0.068
H 0.968 2.619 1.203 1.2 0.2 -0.7 0.075
H 1.046 -0.074 0.863 -0.6 0.3 0.3 0.118
H 0.822 -0.665 -1.331 0.5 0.1 -0.7 0.081
H 1.408 0.978 -1.876 0.1 -0.6 -0.2 0.085
H 2.534 -0.172 -1.142 -0.1 0.2 0.4 0.053
H -1.042 1.361 1.022 0.3 -0.2 0.3 0.070
H -1.065 0.206 -0.309 -0.2 0.3 0.4 0.071
H -0.916 1.897 -0.618 0.9 0.0 0.1 0.091
O 3.009 -2.187 0.480 1.0 0.5 -0.6 -0.068
H 3.875 -2.572 0.274 -0.3 -0.5 0.4 0.043
H 3.160 -1.332 0.039 -0.7 -0.2 0.4 0.002
O -3.554 -0.187 1.108 0.1 0.5 -0.4 -0.054
H -4.080 0.504 1.525 0.1 -0.4 0.1 0.039
H -3.632 -0.987 1.626 -0.2 -0.1 0.2 0.033
O -3.793 -2.753 -1.180 0.1 -0.1 0.0 -0.062
H -2.889 -2.781 -1.508 0.0 0.0 0.0 0.031
H -4.116 -1.886 -1.439 0.0 0.1 0.1 0.028
```
Positions in Å, forces in eV/Å.